# C35H90N6O11S2

A cluster of 9 separate species, C35H90N6O11S2 in total at a distorted geometry (ωB97M-V/def2-TZVPD, the OMol25 dataset).

Geometry as XYZ:
```
144
Properties=species:S:1:pos:R:3:forces:R:3
O -3.4657 4.9697 -0.1132 0.0 0.6 -0.8
S -3.5337 4.3229 -1.4108 -0.8 -1.1 0.6
O -2.6600 4.7060 -2.4834 -0.2 0.3 -0.1
C -3.4309 2.5844 -0.9923 0.7 0.1 -0.3
C -4.7930 2.2637 -0.4392 -0.4 -1.3 0.0
C -5.8496 2.9601 -1.3112 -0.3 0.7 -0.3
C -5.3035 4.2754 -1.9433 1.1 -0.6 0.4
H -2.5601 2.4333 -0.3527 -0.2 0.3 0.3
H -3.1808 1.9826 -1.8712 -0.3 0.2 -0.2
H -4.9141 1.1869 -0.5858 -0.1 0.1 0.0
H -4.9309 2.3842 0.6344 0.3 0.7 0.0
H -6.7798 3.1535 -0.7799 0.1 0.0 0.2
H -6.1110 2.2842 -2.1261 0.0 0.1 -0.1
H -5.7212 5.2193 -1.6055 -0.2 -0.1 0.1
H -5.3134 4.1978 -3.0270 0.1 0.3 0.0
O 7.8378 -0.4995 -3.2798 -0.4 -0.5 -0.2
S 7.0772 -1.0454 -2.1836 -0.8 0.4 1.0
O 7.6258 -2.1217 -1.3751 -0.4 0.4 -0.7
C 6.6670 0.3456 -1.0431 0.5 -0.3 -0.6
C 5.1652 0.4294 -0.9111 -1.0 -0.5 -0.4
C 4.5600 -0.9475 -1.2995 0.2 0.1 0.5
C 5.2877 -1.4466 -2.5331 0.3 -0.2 -0.1
H 7.0721 1.2307 -1.5274 0.2 0.0 0.1
H 7.2217 0.1093 -0.1377 -0.1 0.1 0.1
H 4.8162 0.7385 0.0728 0.2 0.0 0.1
H 4.7554 1.1536 -1.6185 0.2 0.1 0.0
H 3.5027 -0.8996 -1.5587 -0.1 0.2 0.3
H 4.6686 -1.6325 -0.4563 0.1 -0.1 -0.1
H 4.8568 -0.9364 -3.3965 0.7 0.3 -0.2
H 5.1376 -2.5136 -2.6993 0.4 -0.1 0.1
C -3.7941 -0.9440 0.5918 -1.0 0.1 -0.2
O -3.5290 -0.9952 -0.7930 0.6 -0.1 -0.5
C -4.6505 -1.3771 -1.5800 -0.3 0.5 1.0
C -4.3670 -1.1208 -3.0509 0.3 0.6 0.3
C -5.6027 -1.2040 -3.9101 -0.8 -0.7 -0.4
N -3.2570 -1.9156 -3.5453 0.5 -0.9 -0.2
H -3.0550 -0.3128 1.0793 0.3 -0.3 0.0
H -3.8925 -1.9374 1.0372 0.4 0.0 0.1
H -4.7677 -0.4532 0.7398 0.1 0.0 0.2
H -4.9236 -2.4177 -1.3642 0.1 -0.1 -0.2
H -5.4714 -0.7552 -1.1925 -0.3 -0.1 -0.5
H -4.0587 -0.0719 -3.1381 0.2 0.0 0.3
H -6.0033 -2.2215 -3.9839 0.1 0.0 0.2
H -5.4694 -0.8931 -4.9472 0.5 0.1 0.1
H -6.4096 -0.5795 -3.5217 0.1 0.0 0.2
H -2.5273 -2.0305 -2.8450 -0.1 0.6 0.1
H -3.5086 -2.8916 -3.6950 -0.5 0.2 -0.3
C 3.6902 -4.7617 -4.6254 -0.5 -0.7 0.0
O 3.7369 -4.7182 -3.2185 0.0 0.4 0.0
C 2.8843 -5.6403 -2.5676 -0.6 0.9 -0.3
C 3.1362 -5.5361 -1.0680 1.1 -0.6 0.7
C 2.8597 -4.1672 -0.4571 -1.0 1.0 -0.9
N 4.5680 -5.8481 -0.7740 -0.5 0.1 -0.8
H 4.1657 -5.6920 -4.9541 0.4 0.3 -0.3
H 4.1145 -3.8437 -5.0197 0.5 -0.2 0.0
H 2.6768 -4.8279 -5.0462 -0.2 0.2 0.4
H 1.8464 -5.3676 -2.8134 -0.1 -0.1 0.1
H 3.0481 -6.6527 -2.9574 0.2 -0.1 0.2
H 2.5125 -6.2946 -0.5875 0.1 0.0 0.1
H 3.4230 -3.8546 0.4188 0.2 -0.7 0.1
H 1.8001 -4.0344 -0.2210 0.0 -0.2 0.1
H 3.0450 -3.3804 -1.1965 0.2 -0.1 -0.1
H 5.0520 -5.1527 -1.3461 0.3 0.0 0.4
H 4.8013 -6.7122 -1.2642 0.0 -0.1 0.3
C -1.3745 0.7607 -4.3000 -0.6 0.1 -0.2
O -0.3569 1.6878 -3.9599 -0.6 -0.6 -0.3
C -0.4728 2.8867 -4.6984 1.6 0.6 -0.7
C 0.5695 3.8908 -4.1557 0.0 0.9 -0.6
C 1.9629 3.3172 -3.9000 -0.6 -1.6 0.7
N 0.1376 4.5978 -2.9765 -0.2 0.0 1.1
H -1.5054 0.5811 -5.3715 0.4 0.3 -0.2
H -2.3382 1.1475 -3.9568 -0.1 -0.1 0.1
H -1.2084 -0.2226 -3.8738 0.3 0.2 0.4
H -0.2099 2.7321 -5.7549 0.0 -0.5 0.0
H -1.4744 3.3237 -4.7239 -0.1 -0.1 0.6
H 0.7269 4.6495 -4.9328 -0.4 0.0 -0.1
H 2.2949 2.6406 -4.6914 0.1 0.3 -0.2
H 1.8758 2.6531 -3.0292 0.1 0.1 0.0
H 2.7244 4.0394 -3.6228 -0.2 0.4 -0.4
H -0.7060 5.1484 -3.0839 0.2 0.0 -0.6
H -0.1632 3.9270 -2.2704 0.4 0.1 0.1
C 1.6489 -5.1317 5.0608 0.3 -0.7 -0.2
O 0.7105 -4.0852 5.1322 0.5 0.0 0.3
C -0.5002 -4.3364 4.4891 -1.0 0.6 -1.2
C -0.3810 -4.3659 2.9614 2.4 -1.2 -1.5
C 0.4087 -3.1869 2.3863 -0.6 1.4 -0.8
N -1.6062 -4.6803 2.2234 -0.7 -0.2 0.6
H 1.4223 -5.9668 5.7334 -0.4 0.1 0.0
H 2.6516 -4.8095 5.3371 -0.2 0.5 0.0
H 1.7137 -5.5308 4.0458 0.1 0.0 0.0
H -1.0131 -5.2444 4.8245 0.1 -0.1 0.3
H -1.1358 -3.4688 4.6854 -0.1 -0.1 0.4
H 0.3150 -5.1735 2.6711 -0.1 -0.3 0.7
H 0.5293 -2.3459 3.0729 0.2 -0.2 0.1
H -0.0510 -2.7288 1.4974 -0.7 -0.2 0.2
H 1.3667 -3.4337 1.9261 0.3 -0.3 0.8
H -1.3836 -4.8219 1.2435 0.2 0.4 0.0
H -1.8689 -5.6260 2.5042 -0.3 0.2 0.2
C 3.5465 -0.2312 2.7818 -0.5 -0.6 -0.1
O 2.4789 -0.5812 3.6425 0.1 0.2 0.2
C 1.9504 0.4986 4.3863 0.2 0.6 0.1
C 0.5673 0.1314 4.8832 -0.7 -0.1 0.0
C -0.1165 1.2511 5.6416 -0.1 0.5 0.3
N 0.6127 -1.0637 5.7350 0.7 0.3 -0.4
H 3.3740 0.7489 2.3292 0.1 0.1 0.0
H 3.5149 -1.0027 2.0098 0.3 0.2 -0.2
H 4.5256 -0.2720 3.2646 0.0 0.2 0.2
H 2.5964 0.8275 5.2125 0.1 -0.5 0.2
H 1.9242 1.3889 3.7435 -0.4 0.0 -0.1
H -0.0443 -0.0137 3.9800 0.1 -0.3 -0.1
H -0.4931 2.0318 4.9764 0.3 0.0 0.1
H 0.5287 1.6876 6.4082 0.1 0.1 -0.1
H -0.9930 0.8968 6.1882 0.0 -0.3 -0.1
H -0.2947 -1.5034 5.8028 0.0 0.0 0.0
H 1.2448 -1.7311 5.3049 -0.2 -0.2 0.2
C -0.0030 6.9159 3.8264 0.1 -0.4 0.1
O -0.5920 5.6287 3.7692 -0.5 0.3 0.0
C -1.9194 5.7146 3.2542 0.6 0.3 -0.2
C -2.5507 4.3405 3.2387 0.6 -1.2 0.8
C -1.6538 3.2641 2.6137 -0.4 0.3 -0.6
N -3.8860 4.2602 2.6411 0.1 1.6 -0.5
H 0.8615 6.8055 4.4766 0.1 0.3 0.0
H -0.7004 7.6557 4.2293 0.0 0.0 0.2
H 0.3139 7.2801 2.8448 0.0 -0.2 -0.1
H -2.5204 6.3578 3.9113 0.0 0.2 -0.1
H -1.8486 6.1895 2.2667 -0.3 -0.2 -0.2
H -2.6265 4.0898 4.3053 -0.3 -0.1 -0.1
H -2.2730 2.3995 2.3608 -0.1 -0.1 0.2
H -0.8437 2.9286 3.2563 0.1 0.3 -0.1
H -1.2597 3.6247 1.6581 0.2 0.0 0.1
H -3.7618 4.5758 1.6648 -0.1 -0.6 0.4
H -4.3887 5.0814 2.9970 -0.3 -0.4 0.3
C 0.5656 -0.3897 -1.3254 -0.2 -1.0 -1.3
C -0.3670 0.5570 -0.5813 1.2 0.1 1.0
C 0.1516 0.6889 0.8505 -0.3 -0.7 0.1
O -0.2932 1.8749 -1.1181 -0.4 -0.2 -0.4
H 0.8490 -1.3101 -0.8057 0.1 0.4 0.7
H 1.4508 0.1213 -1.7075 0.1 0.2 0.5
H 0.1547 -0.8567 -2.2313 -0.5 0.5 -0.1
H -1.3858 0.1746 -0.5345 -0.2 0.0 -0.4
H -0.3632 1.4757 1.4008 0.3 0.1 -0.2
H 1.2357 0.8036 0.8206 0.0 0.4 0.2
H -0.0289 -0.2426 1.3971 0.0 0.0 0.0
H -0.3259 1.8195 -2.0916 0.0 0.0 0.1
```
Forces are in eV/Å.

Summary:
* LUMO energy: 0.17 eV
* SMILES: O=S1(=O)CCCC1.O=S1(=O)CCCC1.COC[C@H](C)N.COC[C@H](C)N.COC[C@H](C)N.COC[C@H](C)N.COC[C@H](C)N.COC[C@H](C)N.CC(C)O
* spin multiplicity: 1
* electronic energy: -3339.90244 Ha
* Kohn-Sham gap: 8.88 eV
* HOMO level: -8.7 eV